1.
DFT (ωB97M-V/def2-TZVPD) results for an isolated molecule of C3H6N2S2 at a distorted geometry.

Last column: natural (NBO) charge in e.
Positions of all 13 atoms, in Å:
C  -1.54  2.26  0.23  -0.409
N  -0.75  1.04  0.31  -0.541
S  0.89  1.28  0.60  0.252
C  -1.35  -0.19  0.24  0.383
N  -0.74  -1.33  0.52  -0.520
C  0.34  -1.91  0.09  -0.047
S  1.09  -1.65  -1.38  -0.243
H  -1.10  2.95  -0.52  0.222
H  -2.58  2.08  0.02  0.214
H  -1.42  2.77  1.22  0.199
H  0.81  1.99  1.81  0.102
H  -2.41  -0.19  0.02  0.197
H  0.70  -2.69  0.71  0.190

Output
- electronic energy (Ha) = -1023.73123
- SMILES = CN(S)/C=N\C=S

***

2.
DFT (ωB97M-V/def2-TZVPD) results for an isolated molecule of C3H6N2S2 at a distorted geometry.

Last column: natural (NBO) charge in e.
Positions of all 13 atoms, in Å:
H  -1.18  1.91  -0.17  0.379
N  -0.97  1.49  0.84  -0.743
C  -0.22  0.45  0.93  0.468
N  -0.17  -0.40  1.95  -0.815
C  1.01  0.15  -0.10  -0.573
C  0.33  0.07  -1.51  -0.301
S  -0.35  1.19  -2.37  0.106
S  0.29  -1.72  -1.67  0.017
H  -1.05  -0.31  2.66  0.397
H  -0.08  -1.39  1.77  0.397
H  1.69  1.16  -0.09  0.259
H  1.60  -0.73  0.36  0.247
H  -0.91  -1.86  -2.59  0.161

Output
- electronic energy (Ha) = -1023.71187
- SMILES = [H]/N=C(/N)CC(=S)S

***

3.
DFT (ωB97M-V/def2-TZVPD) results for an isolated molecule of C3H6N2S2 at a distorted geometry.

Last column: natural (NBO) charge in e.
Positions of all 13 atoms, in Å:
C  0.11  -1.39  1.06  -0.377
C  -0.52  -1.09  -0.08  -0.251
C  -0.04  -0.14  -1.05  -0.538
S  -1.25  1.29  -1.19  0.277
N  -0.23  2.32  -0.05  -0.502
N  0.98  2.20  -0.50  -0.544
S  1.66  0.60  -0.82  0.302
H  1.07  -1.05  1.44  0.217
H  -0.44  -2.02  1.69  0.195
H  -1.62  -1.16  -0.17  0.225
H  0.18  -0.59  -2.10  0.263
H  -0.31  1.96  0.98  0.370
H  1.13  2.74  -1.30  0.364

Output
- electronic energy (Ha) = -1023.67518
- SMILES = C=CC1SNNS1

***

4.
DFT (ωB97M-V/def2-TZVPD) results for an isolated molecule of C3H6N2S3 at a distorted geometry.

Last column: natural (NBO) charge in e.
Positions of all 14 atoms, in Å:
C  0.62  -0.96  2.64  -0.143
N  0.15  -0.09  1.90  -0.161
N  -0.72  -0.02  0.98  -0.181
C  -0.91  -0.10  -0.31  -0.151
S  0.45  -0.73  -1.46  0.128
C  1.88  0.44  -1.22  -0.706
S  -2.49  -0.38  -0.98  0.180
S  -2.87  1.17  -2.41  -0.117
H  0.18  -1.95  2.67  0.162
H  1.32  -0.72  3.45  0.190
H  1.45  1.21  -0.64  0.227
H  2.20  0.69  -2.20  0.224
H  2.72  0.00  -0.67  0.216
H  -3.98  1.44  -1.76  0.132

Output
- electronic energy (Ha) = -1421.86656
- SMILES = C=N/N=C(\SC)SS

***

Energy relative to the best compared isomer or geometry (same formula, charge and spin) values, unit kJ/mol, following the record order: 188.26, 239.10, 335.41, 346.46.
Kohn-Sham gap values, unit eV, following the record order: 7.99, 8.27, 9.10, 8.40.
LUMO values, unit eV, following the record order: 0.09, -0.43, 0.54, -0.04.